(1)
One molecule with the formula C21H25FN4O. Source: the Open Molecules 2025 dataset; level of theory: ωB97M-V/def2-TZVPD.

Element x y z (Å)
C (-0.882, -3.147, -1.886)
C (-0.056, -2.450, -0.871)
C (-0.312, -1.977, 0.390)
N (0.843, -1.437, 0.885)
C (1.736, -1.583, -0.051)
C (3.118, -1.161, 0.012)
C (3.619, -0.658, 1.213)
C (4.933, -0.241, 1.256)
C (5.765, -0.305, 0.150)
C (5.255, -0.809, -1.035)
C (3.943, -1.237, -1.109)
H (3.545, -1.626, -2.033)
H (5.890, -0.867, -1.906)
H (6.786, 0.035, 0.227)
F (5.425, 0.247, 2.412)
H (2.987, -0.601, 2.084)
O (1.247, -2.193, -1.151)
C (-1.572, -1.998, 1.204)
N (-2.553, -0.968, 0.947)
C (-3.318, -1.079, -0.275)
C (-4.631, -0.317, -0.098)
C (-4.346, 1.142, 0.239)
C (-3.438, 1.216, 1.463)
H (-3.170, 2.252, 1.675)
H (-3.974, 0.816, 2.325)
C (-2.159, 0.390, 1.265)
H (-1.633, 0.334, 2.225)
C (-1.210, 1.068, 0.246)
C (-0.051, 1.779, 0.945)
N (0.734, 2.524, -0.002)
C (1.978, 2.254, -0.442)
C (2.291, 3.215, -1.376)
C (1.151, 4.027, -1.433)
N (0.223, 3.595, -0.601)
H (0.976, 4.896, -2.036)
H (3.201, 3.318, -1.930)
H (2.542, 1.426, -0.065)
H (-0.447, 2.476, 1.689)
H (0.597, 1.047, 1.434)
H (-0.801, 0.324, -0.439)
H (-1.746, 1.807, -0.350)
H (-3.870, 1.626, -0.615)
H (-5.280, 1.671, 0.440)
H (-5.226, -0.391, -1.010)
H (-5.191, -0.775, 0.718)
H (-3.531, -2.135, -0.453)
H (-2.782, -0.687, -1.155)
H (-2.068, -2.964, 1.061)
H (-1.275, -1.911, 2.253)
H (-1.718, -3.646, -1.404)
H (-1.274, -2.442, -2.620)
H (-0.273, -3.880, -2.412)

The calculation puts the total energy at -32908.1733 eV. The SMILES is Cc1oc(-c2cccc(F)c2)nc1CN1CCCC[C@@H]1CCn1cccn1. The LUMO energy is 0.25 eV. Its spin multiplicity is 1. For the relative energy (zero: lowest compared OMol25 entry of this formula, charge and spin), the calculation gives 15.6 kcal/mol. As for the total charge: 0.



(2)
C21H25N2O4P as an isolated structure. Source: the Open Molecules 2025 dataset; level of theory: ωB97M-V/def2-TZVPD.

Element x y z (Å)
C (-1.594, 3.947, -2.368)
C (-0.353, 3.145, -2.827)
H (0.058, 3.533, -3.785)
H (0.449, 3.305, -2.203)
O (-0.763, 1.718, -3.237)
P (0.250, 0.803, -2.519)
O (-0.202, -0.424, -2.872)
O (1.815, 1.036, -3.066)
C (2.872, 0.121, -2.925)
C (3.863, 0.438, -3.848)
H (4.504, 1.495, -3.768)
H (4.835, -0.289, -3.897)
H (3.307, 0.285, -4.927)
H (2.517, -0.818, -2.919)
H (3.225, 0.162, -1.895)
C (0.329, 1.180, -0.713)
C (-0.833, 1.331, 0.204)
N (-2.058, 1.606, -0.017)
H (-2.361, 1.603, 0.931)
C (-2.666, 0.518, -0.655)
C (-2.652, -0.872, 0.084)
C (-3.372, -0.767, 1.262)
C (-3.209, -1.959, 2.195)
C (-2.245, -2.743, 2.010)
C (-1.317, -3.020, 0.753)
C (-1.629, -1.811, 0.042)
H (-1.177, -1.651, -0.891)
H (-0.528, -3.580, 0.742)
H (-2.195, -3.588, 2.656)
H (-4.027, -2.043, 3.073)
H (-4.173, -0.287, 1.421)
H (-2.267, 0.154, -1.756)
H (-3.715, 0.735, -0.814)
O (-0.272, 1.316, 1.369)
C (1.109, 1.065, 1.211)
N (1.698, 0.850, 0.080)
C (2.004, 0.641, 2.376)
C (1.688, -0.370, 3.054)
C (2.235, -1.677, 2.254)
C (1.961, -2.848, 2.588)
C (0.816, -3.063, 3.789)
C (0.453, -1.803, 4.307)
C (0.699, -0.707, 3.854)
H (0.164, 0.128, 4.390)
H (-0.300, -2.223, 4.959)
H (0.517, -4.249, 4.047)
H (2.121, -3.821, 2.194)
H (2.731, -1.563, 1.570)
H (1.862, 1.426, 3.189)
H (3.144, 0.969, 2.082)
H (-2.345, 3.713, -3.185)
H (-1.375, 4.903, -2.312)
H (-1.875, 3.263, -1.408)

The calculation puts the total energy at -42624.8487 eV. The LUMO energy is 0.25 eV. Its spin multiplicity is 1. For the relative energy (zero: lowest compared OMol25 entry of this formula, charge and spin), the calculation gives 455.8 kcal/mol. As for the total charge: 0.



(3)
C21H25N2O4S3TeW as an isolated structure. Source: the Open Molecules 2025 dataset; level of theory: ωB97M-V/def2-TZVPD.

Element x y z (Å)
W (0.651, 4.085, 1.200)
C (0.027, -3.907, 1.183)
C (0.720, -2.997, 0.142)
O (-0.002, -2.291, -0.888)
C (-0.330, -2.962, -2.114)
C (-1.659, -2.500, -2.634)
O (-2.767, -2.904, -1.766)
C (-4.171, -2.594, -1.974)
C (-4.624, -2.186, -0.546)
O (-4.345, -3.318, 0.236)
C (-3.596, -3.296, 1.471)
C (-2.362, -4.233, 1.218)
O (-1.227, -3.506, 1.731)
H (0.727, -3.747, 2.042)
H (0.031, -4.911, 0.805)
H (1.562, -3.577, -0.211)
H (1.208, -2.193, 0.662)
H (-0.370, -4.073, -2.095)
H (0.445, -2.663, -2.858)
H (-1.898, -2.861, -3.651)
H (-1.645, -1.419, -2.593)
H (-4.709, -3.517, -2.286)
H (-4.298, -1.701, -2.629)
H (-5.762, -2.101, -0.558)
H (-4.162, -1.217, -0.169)
H (-4.282, -3.707, 2.249)
H (-3.211, -2.294, 1.700)
H (-2.209, -4.425, 0.141)
H (-2.531, -5.166, 1.732)
S (-0.454, 6.204, 1.651)
C (1.176, 6.031, 1.690)
S (2.480, 7.006, 1.858)
S (0.017, 3.498, 3.223)
N (-0.169, 2.704, -5.277)
C (-0.100, 3.024, -4.170)
C (-0.222, 3.434, -2.796)
C (-1.293, 4.342, -2.540)
C (-2.024, 4.161, -1.353)
C (-1.412, 3.447, -0.333)
N (-0.049, 3.146, -0.473)
C (0.455, 2.926, -1.696)
H (-1.678, 4.949, -3.325)
H (-2.999, 4.523, -1.305)
H (-1.928, 3.023, 0.498)
H (1.453, 2.431, -1.798)
Te (3.486, 3.972, 0.707)
C (4.304, 2.337, 1.744)
C (4.397, 1.113, 1.152)
C (5.366, 0.194, 1.585)
C (6.091, 0.438, 2.713)
C (5.723, 1.552, 3.474)
C (4.903, 2.537, 3.014)
H (3.791, 0.953, 0.236)
H (5.649, -0.622, 0.884)
H (6.789, -0.302, 3.061)
H (6.196, 1.721, 4.444)
H (4.840, 3.438, 3.595)

The calculation puts the total energy at -74963.1519 eV. The LUMO energy (spin up / spin down) is -5.44 / -6.23 eV. Its spin multiplicity is 3. For the relative energy (zero: lowest compared OMol25 entry of this formula, charge and spin), the calculation gives 0.0 kcal/mol. The expectation value of S² is 2.0437. As for the total charge: +1.



(4)
A 3-piece molecular cluster, C21H25N3O10P overall. Source: the Open Molecules 2025 dataset; level of theory: ωB97M-V/def2-TZVPD.

Element x y z (Å)
C (-2.385, -3.479, -1.122)
C (-1.307, -4.090, -0.275)
N (-1.503, -5.225, 0.257)
C (0.006, -3.326, -0.106)
N (0.234, -2.743, 1.239)
P (-0.970, -1.796, 1.957)
O (-1.664, -1.140, 0.634)
O (-2.170, -2.880, 2.287)
C (1.628, -2.196, 1.427)
C (2.329, -3.026, 2.537)
N (2.163, -4.468, 2.467)
C (1.712, -0.765, 1.955)
O (1.092, 0.202, 1.085)
C (0.497, 1.261, 1.646)
C (1.132, 1.883, 2.871)
O (-0.485, 1.766, 1.139)
C (2.485, -2.311, 0.088)
O (3.345, -3.211, 0.101)
O (2.197, -1.512, -0.806)
H (-3.234, -3.262, -0.476)
H (-2.731, -4.160, -1.899)
H (-2.071, -2.534, -1.545)
H (-0.683, -5.488, 0.807)
H (0.782, -4.073, -0.281)
H (0.106, -2.555, -0.866)
H (-2.295, -0.464, 0.897)
H (-1.898, -3.430, 3.028)
H (3.391, -2.789, 2.546)
H (1.906, -2.693, 3.496)
H (1.258, -4.723, 2.837)
H (2.199, -4.761, 1.498)
H (2.777, -0.534, 2.046)
H (1.275, -0.683, 2.949)
H (1.364, 2.925, 2.682)
H (0.394, 1.871, 3.675)
H (2.018, 1.376, 3.240)
C (4.300, 6.028, 1.262)
C (4.047, 6.864, 0.261)
C (2.949, 6.600, -0.706)
O (2.723, 7.368, -1.617)
C (2.148, 5.367, -0.510)
C (2.399, 4.529, 0.492)
C (3.496, 4.793, 1.459)
O (3.732, 4.037, 2.376)
H (5.095, 6.197, 1.978)
H (4.617, 7.770, 0.096)
H (1.355, 5.194, -1.226)
H (1.823, 3.625, 0.643)
C (-3.528, 0.755, -2.891)
C (-3.575, 1.618, -3.903)
C (-4.350, 1.321, -5.132)
O (-4.397, 2.106, -6.057)
C (-5.068, 0.022, -5.195)
C (-5.022, -0.842, -4.186)
C (-4.253, -0.541, -2.951)
O (-4.209, -1.322, -2.028)
H (-2.963, 0.943, -1.985)
H (-3.055, 2.567, -3.883)
H (-5.623, -0.170, -6.105)
H (-5.535, -1.796, -4.208)

The calculation puts the total energy at -56417.0727 eV. The LUMO energy is 0.09 eV. Its spin multiplicity is 1. For the relative energy (zero: lowest compared OMol25 entry of this formula, charge and spin), the calculation gives 0.0 kcal/mol. As for the total charge: -1.



(5)
One molecule with the formula C21H25N3O2. Source: the Open Molecules 2025 dataset; level of theory: ωB97M-V/def2-TZVPD.

Element x y z (Å)
C (2.438, 5.617, 0.122)
C (3.311, 4.396, -0.166)
C (2.855, 3.682, -1.428)
O (3.519, 3.640, -2.440)
N (1.632, 3.101, -1.273)
C (0.832, 2.467, -2.214)
C (1.137, 2.457, -3.574)
C (0.268, 1.883, -4.480)
C (-0.925, 1.321, -4.053)
C (-1.220, 1.292, -2.704)
C (-0.339, 1.824, -1.768)
C (-0.671, 1.811, -0.317)
O (-0.522, 2.816, 0.379)
N (-1.169, 0.668, 0.205)
C (-1.029, -0.657, -0.357)
H (-0.606, -0.602, -1.359)
C (-0.095, -1.502, 0.533)
N (-0.494, -1.546, 1.923)
C (-0.646, -0.200, 2.436)
C (-1.600, 0.654, 1.590)
H (-1.611, 1.684, 1.949)
H (-2.615, 0.245, 1.634)
H (-1.000, -0.244, 3.467)
H (0.344, 0.267, 2.429)
C (-1.614, -2.433, 2.194)
C (-1.232, -3.864, 1.924)
C (-2.053, -4.699, 1.180)
C (-1.693, -6.017, 0.951)
C (-0.504, -6.509, 1.460)
C (0.323, -5.679, 2.199)
C (-0.040, -4.366, 2.432)
H (0.600, -3.710, 3.003)
H (1.253, -6.060, 2.597)
H (-0.222, -7.536, 1.279)
H (-2.341, -6.658, 0.372)
H (-2.982, -4.320, 0.778)
H (-2.521, -2.182, 1.620)
H (-1.857, -2.328, 3.257)
H (-0.048, -2.522, 0.146)
H (0.910, -1.069, 0.493)
H (-2.017, -1.127, -0.414)
H (-2.157, 0.872, -2.367)
H (-1.621, 0.908, -4.767)
H (0.514, 1.894, -5.531)
H (2.052, 2.920, -3.905)
H (1.164, 3.226, -0.377)
H (3.270, 3.703, 0.676)
H (4.346, 4.706, -0.315)
H (1.407, 5.329, 0.316)
H (2.452, 6.299, -0.726)
H (2.814, 6.146, 0.995)

The calculation puts the total energy at -30749.2965 eV. The SMILES is CCC(=O)Nc1ccccc1C(=O)N1CCN(Cc2ccccc2)CC1. The LUMO energy is 0.61 eV. Its spin multiplicity is 1. For the relative energy (zero: lowest compared OMol25 entry of this formula, charge and spin), the calculation gives 23.4 kcal/mol. As for the total charge: 0.



(6)
One molecule with the formula C21H25N3O3. Source: the Open Molecules 2025 dataset; level of theory: ωB97M-V/def2-TZVPD.

Element x y z (Å)
C (4.312, 3.044, 0.186)
H (4.341, 3.884, -0.507)
O (3.019, 2.503, 0.072)
C (2.709, 1.398, 0.823)
C (3.560, 0.783, 1.725)
C (3.144, -0.346, 2.418)
C (1.891, -0.878, 2.192)
C (1.034, -0.277, 1.284)
C (1.418, 0.875, 0.615)
N (0.608, 1.524, -0.317)
C (-0.735, 1.331, -0.550)
O (-1.184, 1.352, -1.690)
N (-1.521, 1.165, 0.537)
C (-1.236, 1.616, 1.885)
C (-2.575, 2.174, 2.360)
H (-2.717, 3.185, 1.975)
C (-3.573, 1.217, 1.714)
H (-3.651, 0.292, 2.290)
C (-2.945, 0.885, 0.362)
H (-3.338, 1.506, -0.452)
C (-3.107, -0.602, -0.013)
O (-3.403, -1.455, 0.801)
N (-2.879, -0.841, -1.312)
H (-2.492, -0.090, -1.877)
C (-2.877, -2.177, -1.864)
H (-3.835, -2.363, -2.367)
H (-2.792, -2.875, -1.026)
C (-1.737, -2.366, -2.866)
C (-0.377, -2.177, -2.252)
C (0.443, -1.131, -2.653)
C (1.706, -0.976, -2.108)
C (2.163, -1.862, -1.148)
C (1.349, -2.903, -0.736)
C (0.090, -3.059, -1.285)
H (-0.536, -3.881, -0.966)
H (1.699, -3.596, 0.015)
H (3.147, -1.741, -0.720)
H (2.338, -0.163, -2.437)
H (0.091, -0.429, -3.395)
H (-1.813, -3.376, -3.277)
H (-1.868, -1.656, -3.685)
H (-4.566, 1.646, 1.606)
H (-2.653, 2.195, 3.444)
H (-0.928, 0.775, 2.518)
H (-0.436, 2.358, 1.877)
H (1.109, 1.921, -1.101)
H (0.077, -0.723, 1.066)
H (1.576, -1.771, 2.709)
H (3.816, -0.810, 3.123)
H (4.550, 1.172, 1.901)
H (5.079, 2.315, -0.094)
H (4.508, 3.407, 1.200)

The calculation puts the total energy at -32797.2091 eV. The SMILES is COc1ccccc1NC(=O)N1CCC[C@@H]1C(=O)NCCc1ccccc1. The LUMO energy is 0.68 eV. Its spin multiplicity is 1. For the relative energy (zero: lowest compared OMol25 entry of this formula, charge and spin), the calculation gives 3.1 kcal/mol. As for the total charge: 0.



(7)
One molecule with the formula C21H25N3O3S. Source: the Open Molecules 2025 dataset; level of theory: ωB97M-V/def2-TZVPD.

Element x y z (Å)
C (5.270, 1.294, 0.572)
C (3.807, 1.153, 0.181)
C (2.901, 1.853, 1.171)
O (3.270, 2.460, 2.154)
N (1.576, 1.757, 0.865)
N (1.104, 1.128, -0.225)
C (-0.174, 1.235, -0.284)
C (-0.957, 0.658, -1.351)
C (-0.324, -0.017, -2.401)
C (-1.049, -0.573, -3.430)
C (-2.442, -0.472, -3.438)
C (-3.081, 0.204, -2.399)
C (-2.349, 0.764, -1.373)
H (-2.867, 1.285, -0.582)
H (-4.158, 0.293, -2.407)
N (-3.182, -1.029, -4.469)
S (-2.687, -2.266, -5.486)
O (-1.475, -1.899, -6.147)
O (-3.843, -2.562, -6.274)
C (-2.355, -3.652, -4.358)
C (-1.828, -4.793, -5.199)
H (-1.598, -5.661, -4.584)
H (-0.927, -4.474, -5.717)
H (-2.571, -5.070, -5.943)
H (-3.301, -3.890, -3.880)
H (-1.632, -3.303, -3.627)
H (-4.182, -0.928, -4.421)
H (-0.556, -1.064, -4.253)
H (0.752, -0.087, -2.389)
C (-0.749, 2.026, 0.874)
H (-1.250, 2.928, 0.519)
H (-1.465, 1.432, 1.445)
C (0.509, 2.341, 1.701)
C (0.505, 1.701, 3.063)
C (0.532, 2.472, 4.216)
C (0.523, 1.871, 5.460)
C (0.491, 0.487, 5.584)
C (0.468, -0.280, 4.427)
C (0.473, 0.317, 3.181)
H (0.461, -0.298, 2.292)
H (0.448, -1.358, 4.501)
C (0.508, -0.155, 6.938)
H (-0.122, 0.394, 7.634)
H (0.162, -1.185, 6.886)
H (1.523, -0.156, 7.335)
H (0.546, 2.483, 6.350)
H (0.569, 3.549, 4.138)
H (0.695, 3.415, 1.798)
H (3.513, 0.102, 0.140)
H (3.623, 1.579, -0.807)
H (5.551, 2.343, 0.606)
H (5.907, 0.781, -0.145)
H (5.437, 0.871, 1.559)

The calculation puts the total energy at -43631.0102 eV. The SMILES is CCC(=O)N1N=C(c2ccc(NS(=O)(=O)CC)cc2)C[C@H]1c1ccc(C)cc1. The LUMO energy is 0.31 eV. Its spin multiplicity is 1. For the relative energy (zero: lowest compared OMol25 entry of this formula, charge and spin), the calculation gives 52.8 kcal/mol. As for the total charge: 0.



(8)
One molecule with the formula C21H25N3O3S2. Source: the Open Molecules 2025 dataset; level of theory: ωB97M-V/def2-TZVPD.

Element x y z (Å)
C (5.755, -2.150, -1.129)
C (5.276, -1.021, -2.033)
H (4.186, -1.035, -2.081)
H (5.664, -1.158, -3.044)
C (5.747, 0.342, -1.517)
H (6.829, 0.323, -1.362)
O (5.220, 0.660, -0.245)
C (3.920, 1.039, -0.126)
C (3.460, 1.196, 1.184)
C (2.165, 1.590, 1.432)
C (1.290, 1.842, 0.376)
C (1.743, 1.696, -0.927)
C (3.044, 1.297, -1.176)
H (3.357, 1.195, -2.202)
H (1.076, 1.889, -1.750)
N (-0.033, 2.192, 0.697)
C (-1.092, 2.328, -0.136)
O (-1.037, 2.383, -1.346)
C (-2.430, 2.317, 0.606)
H (-2.391, 2.904, 1.524)
H (-3.204, 2.717, -0.049)
C (-2.752, 0.855, 0.969)
N (-2.544, -0.061, -0.127)
C (-1.578, -0.955, 0.149)
S (-1.005, -2.125, -0.837)
N (-1.127, -0.722, 1.439)
C (-1.768, 0.331, 2.012)
O (-1.552, 0.792, 3.108)
C (-0.085, -1.492, 2.081)
C (-0.628, -2.796, 2.651)
H (-1.039, -3.410, 1.854)
H (0.174, -3.344, 3.136)
H (-1.408, -2.594, 3.382)
H (0.688, -1.695, 1.335)
H (0.326, -0.866, 2.876)
C (-3.228, 0.041, -1.398)
C (-4.701, -0.116, -1.224)
C (-5.417, -1.271, -1.172)
C (-6.796, -1.058, -0.947)
C (-7.107, 0.256, -0.824)
S (-5.724, 1.264, -0.981)
H (-8.065, 0.705, -0.652)
H (-7.520, -1.850, -0.884)
H (-4.974, -2.243, -1.299)
H (-2.832, -0.764, -2.024)
H (-2.984, 1.003, -1.861)
H (-3.781, 0.792, 1.348)
H (-0.213, 2.232, 1.691)
H (1.821, 1.699, 2.451)
H (4.143, 0.999, 1.995)
H (5.517, 1.133, -2.241)
H (5.366, -3.105, -1.474)
H (5.411, -1.983, -0.111)
H (6.841, -2.200, -1.121)

The calculation puts the total energy at -54467.7197 eV. The SMILES is CCCOc1ccc(NC(=O)C[C@@H]2C(=O)N(CC)C(=S)N2Cc2cccs2)cc1. The LUMO energy is 0.54 eV. Its spin multiplicity is 1. For the relative energy (zero: lowest compared OMol25 entry of this formula, charge and spin), the calculation gives 0.0 kcal/mol. As for the total charge: 0.